Entry 1:
Here is a single C3H5N3 molecule in a non-equilibrium geometry from OMol25. Energies are from ωB97M-V with the def2-TZVPD basis set.

Atoms and positions in Å:
C  -0.6066  0.7223  1.5073
N  -0.8013  0.2379  0.1669
C  0.0198  -0.2733  -0.6476
N  1.3823  -0.5042  -0.6287
C  -0.6664  -0.8122  -1.8274
N  -1.3197  -1.2364  -2.6820
H  -1.6099  0.8995  1.9062
H  -0.1133  -0.0108  2.1586
H  -0.0639  1.6748  1.5663
H  1.9622  0.0386  -0.0072
H  1.8168  -0.7362  -1.5124

Cartesian forces (eV/Å) of the 6 atoms listed first:
0.1 0.0 0.1
0.0 -0.2 -0.3
-0.3 0.1 0.2
0.0 0.1 0.1
-0.6 -0.4 -0.8
0.8 0.4 0.7

Values from the calculation:
**Structure (SMILES)**: C/N=C(\N)C#N
**ΔE to the lowest compared entry with this formula, charge and spin**: 112.6 kJ/mol
**HOMO energy**: -9.77 eV
**Energy**: -281.54717 Eh
**LUMO energy**: 0.6 eV

=====

Entry 2:
Here is a single C2H5NO2 molecule in a non-equilibrium geometry from OMol25. Energies are from ωB97M-V with the def2-TZVPD basis set.

Atoms and positions in Å:
N  1.3475  -0.0511  -0.3260
C  0.2980  -0.7383  0.3147
O  0.3940  -1.8455  0.7896
C  -0.9499  -0.0345  -0.1850
O  -1.0232  1.3522  0.0646
H  2.1369  -0.5906  -0.6210
H  1.4824  0.9296  -0.1344
H  -0.3871  -0.0351  -1.1672
H  -1.9023  -0.5667  0.0119
H  -1.3364  1.5117  0.9608

Cartesian forces (eV/Å) of the 6 atoms listed first:
0.8 -0.4 0.8
0.8 -0.1 -0.1
-0.2 0.5 -0.2
0.4 0.0 -0.5
0.0 0.3 0.4
0.5 -0.1 0.5

Values from the calculation:
**Structure (SMILES)**: NC(=O)CO
**ΔE to the lowest compared entry with this formula, charge and spin**: 167.7 kJ/mol
**HOMO energy**: -9.71 eV
**Energy**: -284.40347 Eh
**LUMO energy**: 0.6 eV

=====

Entry 3:
Here is a molecular structure, C48H50BF4Ge2S4TeY from OMol25. Energies are from ωB97M-V with the def2-TZVPD basis set.

Atoms and positions in Å:
Y  -2.4116  2.8857  0.5507
C  -4.7663  1.9947  -4.8893
C  -3.3291  1.5913  -4.7416
C  -2.3011  2.5121  -4.9112
C  -0.9771  2.1787  -4.6746
C  0.1123  3.1939  -4.8876
C  -0.6700  0.8823  -4.2423
C  -1.6734  -0.0825  -4.1566
C  -1.3755  -1.5168  -3.8193
C  -2.9911  0.2927  -4.3944
C  0.7477  0.5538  -3.9045
C  1.5717  0.1297  -4.9417
C  2.9121  -0.1351  -4.7229
C  3.4307  0.0472  -3.4562
C  2.6256  0.4708  -2.3975
C  1.2610  0.7052  -2.5989
Ge  0.0017  1.3091  -1.1789
S  -0.6581  3.3368  -1.4952
S  -1.6342  -0.1918  -0.7724
Ge  -1.1126  -0.0838  1.4236
S  -2.6127  1.0094  2.5087
S  0.6668  1.2454  0.9836
C  -0.7706  -1.8096  2.3553
C  -0.1533  -1.7943  3.6245
C  -0.0145  -2.9697  4.3520
C  -0.4697  -4.1763  3.8470
C  -1.0878  -4.1988  2.6128
C  -1.2626  -3.0296  1.8703
C  -1.9964  -3.2066  0.5778
C  -3.3752  -3.0165  0.4909
C  -4.2006  -2.4749  1.6231
C  -4.0190  -3.3148  -0.7114
C  -3.3387  -3.8201  -1.8017
C  -4.0509  -4.1335  -3.0880
C  -1.9626  -4.0069  -1.6916
C  -1.2828  -3.6901  -0.5294
C  0.2179  -3.7839  -0.4805
C  0.3569  -0.5275  4.2295
C  1.6495  -0.0916  3.9593
C  2.6268  -0.9300  3.1863
C  2.0528  1.1628  4.4163
C  1.2056  1.9737  5.1497
C  1.5897  3.3777  5.5217
C  -0.0456  1.4686  5.5002
C  -0.4793  0.2291  5.0649
C  -1.8333  -0.2874  5.4643
C  3.3555  0.6669  -1.1086
C  3.7981  -0.4415  -0.3903
C  3.3617  -1.8398  -0.7408
C  4.6445  -0.2514  0.6982
C  5.0204  1.0142  1.1144
C  5.8836  1.2083  2.3312
C  4.5459  2.1088  0.4000
C  3.7332  1.9581  -0.7147
C  3.2689  3.1711  -1.4740
H  -4.8501  3.0262  -5.2312
H  -5.2593  1.9396  -3.9161
H  -5.2930  1.3467  -5.5959
H  -2.5454  3.5327  -5.1831
H  -0.3178  4.1651  -5.1298
H  0.7712  2.8913  -5.7072
H  0.7242  3.3147  -3.9928
H  -0.3084  -1.7002  -3.6906
H  -1.7380  -2.1718  -4.6170
H  -1.8725  -1.8049  -2.8956
H  -3.7768  -0.4457  -4.2645
H  1.1394  0.0188  -5.9296
H  3.5496  -0.4646  -5.5350
H  4.4827  -0.1305  -3.2631
H  0.4673  -2.9236  5.3221
H  -0.3524  -5.0901  4.4176
H  -1.4717  -5.1279  2.2071
H  -3.7142  -2.6016  2.5896
H  -5.1730  -2.9689  1.6538
H  -4.3778  -1.4048  1.4900
H  -5.0848  -3.1288  -0.7860
H  -5.0881  -3.8015  -3.0512
H  -4.0469  -5.2073  -3.2929
H  -3.5694  -3.6371  -3.9332
H  -1.4001  -4.3601  -2.5506
H  0.6175  -4.0533  -1.4587
H  0.5648  -4.5157  0.2521
H  0.6432  -2.8193  -0.1928
H  2.2358  -1.9227  2.9630
H  3.5560  -1.0478  3.7513
H  2.8676  -0.4446  2.2441
H  3.0434  1.5205  4.1527
H  2.6587  3.5441  5.3816
H  1.3417  3.5956  6.5629
H  1.0506  4.0922  4.8966
H  -0.7175  2.0819  6.0908
H  -2.3530  0.4469  6.0791
H  -1.7475  -1.2176  6.0324
H  -2.4477  -0.4846  4.5848
H  2.4686  -1.8399  -1.3643
H  3.1381  -2.3978  0.1703
H  4.1431  -2.3819  -1.2807
H  4.9750  -1.1182  1.2621
H  6.2107  0.2510  2.7381
H  5.3364  1.7339  3.1166
H  6.7722  1.8000  2.1008
H  4.8194  3.1106  0.7152
H  3.8831  4.0361  -1.2233
H  2.2295  3.4191  -1.2371
H  3.3168  3.0096  -2.5521
Te  -4.7679  2.5808  -0.7567
F  -2.7988  6.3118  3.2712
B  -1.6899  5.8353  2.6120
F  -2.1090  4.5744  1.9090
F  -1.2390  6.6967  1.6373
F  -0.6813  5.4635  3.4869

Cartesian forces (eV/Å) of the 6 atoms listed first:
0.1 -0.3 -0.2
0.0 0.0 0.0
0.1 0.0 0.0
0.0 0.0 0.0
0.0 0.0 0.0
0.0 0.0 0.0

Values from the calculation:
**ΔE to the lowest compared entry with this formula, charge and spin**: 8.7 kJ/mol
**HOMO energy**: -0.87 eV
**Energy**: -8337.05897 Eh
**Charge**: -2
**LUMO energy**: 3.8 eV